[1]
Formula: C70H161N9O19
Source: the OMol25 dataset
Level of theory: ωB97M-V/def2-TZVPD

Geometry as XYZ:
```
259
Properties=species:S:1:pos:R:3
C -9.257 4.264 1.443
C -8.154 4.262 2.498
C -8.041 3.059 3.497
N -6.694 2.815 4.222
C -6.812 1.586 5.140
C -7.817 1.843 6.251
C -7.369 3.040 7.134
C -7.083 4.305 6.243
C -6.208 4.059 5.033
C -5.613 2.543 3.134
H -9.326 5.127 0.780
H -10.193 3.988 1.928
H -9.004 3.442 0.773
H -8.308 5.228 2.980
H -7.178 4.387 2.027
H -8.305 2.112 3.026
H -8.776 3.282 4.271
H -7.095 0.704 4.566
H -5.840 1.409 5.600
H -8.869 1.850 5.969
H -7.778 0.995 6.935
H -8.109 3.171 7.925
H -6.466 2.796 7.694
H -8.022 4.749 5.913
H -6.653 5.064 6.897
H -6.280 4.945 4.402
H -5.142 3.952 5.233
H -5.468 3.333 2.396
H -6.006 1.641 2.665
H -4.616 2.297 3.500
C 11.662 -0.464 1.180
C 10.296 0.036 1.666
C 9.508 0.743 0.567
N 8.132 1.345 1.034
C 7.464 1.856 -0.238
C 5.971 2.132 -0.129
C 5.166 0.940 0.366
C 5.788 0.468 1.677
C 7.255 0.231 1.622
C 8.329 2.540 2.048
H 11.426 -1.326 0.557
H 12.366 -0.823 1.931
H 12.185 0.272 0.568
H 10.416 0.785 2.449
H 9.836 -0.824 2.153
H 9.258 0.170 -0.327
H 10.141 1.549 0.198
H 7.523 1.105 -1.026
H 7.981 2.749 -0.590
H 5.561 2.403 -1.103
H 5.852 3.024 0.485
H 5.214 0.218 -0.449
H 4.084 1.007 0.480
H 5.298 -0.436 2.038
H 5.557 1.253 2.398
H 7.398 -0.624 0.961
H 7.677 -0.057 2.585
H 8.649 1.982 2.928
H 7.350 2.936 2.318
H 8.999 3.291 1.629
C 8.039 -7.047 1.661
C 7.124 -6.205 0.761
C 6.172 -5.367 1.704
N 4.873 -4.800 1.090
C 4.003 -5.881 0.379
C 2.636 -5.371 -0.118
C 1.863 -4.719 1.087
C 2.693 -3.678 1.761
C 4.050 -4.112 2.264
C 5.188 -3.690 0.066
H 8.931 -7.465 1.194
H 7.549 -7.818 2.255
H 8.478 -6.427 2.443
H 6.526 -6.849 0.116
H 7.775 -5.531 0.204
H 6.646 -4.548 2.246
H 5.798 -5.947 2.547
H 3.900 -6.693 1.098
H 4.494 -6.313 -0.492
H 2.091 -6.275 -0.390
H 2.801 -4.662 -0.928
H 1.616 -5.478 1.830
H 0.871 -4.320 0.875
H 2.223 -3.388 2.701
H 2.662 -2.757 1.180
H 4.122 -4.726 3.162
H 4.591 -3.228 2.603
H 4.300 -3.096 -0.153
H 5.622 -4.269 -0.750
H 6.026 -3.079 0.401
C 3.145 2.589 -8.433
C 3.702 2.083 -7.112
C 3.902 3.195 -6.054
N 4.244 2.615 -4.603
C 4.410 3.895 -3.671
C 5.751 4.683 -4.026
C 7.004 3.839 -4.037
C 6.874 2.531 -4.867
C 5.562 1.762 -4.562
C 3.168 1.721 -3.982
H 3.057 1.751 -9.123
H 3.684 3.389 -8.940
H 2.147 2.975 -8.229
H 4.631 1.550 -7.315
H 2.927 1.453 -6.676
H 3.047 3.867 -5.980
H 4.737 3.736 -6.498
H 3.499 4.492 -3.675
H 4.469 3.424 -2.690
H 5.719 5.077 -5.042
H 5.823 5.570 -3.398
H 7.927 4.350 -4.309
H 7.177 3.568 -2.995
H 6.998 2.683 -5.939
H 7.701 1.850 -4.668
H 5.508 0.925 -5.259
H 5.612 1.429 -3.525
H 3.385 1.621 -2.918
H 3.088 0.755 -4.481
H 2.190 2.179 -4.135
C -3.270 0.587 0.956
C -2.366 0.363 -0.234
C -0.892 0.011 0.281
N 0.034 -0.697 -0.773
C 0.086 0.014 -2.145
C 0.972 -0.723 -3.223
C 0.578 -2.217 -3.368
C 0.507 -2.916 -2.020
C -0.397 -2.165 -0.871
C 1.466 -0.600 -0.222
H -2.759 0.889 1.870
H -3.831 -0.315 1.199
H -4.021 1.360 0.790
H -2.291 1.239 -0.878
H -2.781 -0.461 -0.814
H -0.894 -0.705 1.103
H -0.386 0.914 0.625
H -0.982 0.078 -2.357
H 0.331 1.069 -2.022
H 0.902 -0.162 -4.155
H 2.053 -0.721 -3.081
H -0.388 -2.324 -3.862
H 1.276 -2.753 -4.011
H 0.192 -3.949 -2.166
H 1.474 -3.212 -1.613
H -1.475 -2.187 -1.025
H -0.179 -2.670 0.070
H 1.762 0.447 -0.163
H 2.068 -1.330 -0.763
H 1.326 -1.031 0.769
C -4.747 -5.677 -4.333
N -3.686 -4.461 -4.085
C -3.399 -4.393 -2.596
C -2.410 -4.773 -4.818
C -4.380 -3.184 -4.625
C -3.438 -1.929 -4.943
O -2.992 -1.555 -3.678
H -4.719 -6.030 -5.364
H -5.738 -5.392 -3.980
H -4.377 -6.483 -3.698
H -4.373 -4.337 -2.110
H -2.644 -3.658 -2.316
H -3.084 -5.386 -2.275
H -1.984 -5.589 -4.235
H -1.746 -3.909 -4.811
H -2.512 -5.104 -5.851
H -5.199 -2.929 -3.952
H -4.776 -3.435 -5.609
H -4.100 -1.179 -5.375
H -2.728 -2.013 -5.766
H -2.860 -0.604 -3.642
C -4.911 -3.660 3.655
N -4.283 -2.821 4.824
C -3.316 -1.777 4.183
C -5.397 -1.967 5.515
C -3.511 -3.689 5.892
C -4.311 -4.648 6.681
O -4.977 -5.590 5.826
H -5.953 -3.887 3.883
H -4.278 -4.545 3.584
H -4.955 -3.061 2.746
H -3.778 -1.069 3.495
H -2.489 -2.276 3.678
H -2.836 -1.240 5.001
H -4.919 -1.236 6.167
H -6.125 -2.571 6.059
H -5.894 -1.452 4.694
H -2.940 -3.022 6.538
H -2.777 -4.228 5.294
H -5.072 -4.140 7.274
H -3.800 -5.090 7.536
H -5.798 -5.898 6.216
C -7.983 -0.316 -2.777
N -7.192 0.433 -1.744
C -8.025 0.650 -0.447
C -6.080 -0.616 -1.379
C -6.729 1.768 -2.393
C -5.621 2.535 -1.531
O -6.103 2.967 -0.249
H -7.327 -0.540 -3.619
H -8.796 0.298 -3.166
H -8.299 -1.269 -2.354
H -7.340 0.995 0.327
H -8.399 -0.337 -0.178
H -8.711 1.483 -0.601
H -6.579 -1.482 -0.942
H -5.446 -0.239 -0.576
H -5.590 -0.946 -2.294
H -7.560 2.464 -2.511
H -6.371 1.488 -3.383
H -5.433 3.434 -2.118
H -4.693 1.965 -1.501
H -5.632 3.740 0.071
C 0.154 3.670 4.012
N -0.906 4.480 3.191
C -1.776 3.460 2.428
C -1.787 5.224 4.217
C -0.227 5.256 2.097
C 1.023 6.043 2.560
O 0.785 6.909 3.606
H 0.688 3.014 3.324
H -0.329 3.083 4.793
H 0.742 4.360 4.617
H -1.208 2.937 1.660
H -2.602 4.085 2.088
H -2.046 2.735 3.196
H -2.348 4.430 4.710
H -2.426 5.933 3.691
H -1.190 5.786 4.935
H -1.014 5.928 1.755
H 0.200 4.512 1.424
H 1.310 6.627 1.684
H 1.995 5.577 2.722
H 1.133 7.761 3.333
O 3.995 -1.292 -4.998
C 4.433 -1.912 -3.939
O 4.634 -3.113 -4.140
O 4.805 -1.288 -2.919
H 3.932 -2.134 -5.455
O 0.370 -4.864 -6.758
C 0.800 -3.777 -7.354
O 0.669 -3.578 -8.584
O 1.451 -2.969 -6.708
H 0.587 -4.460 -5.915
O -0.867 0.521 3.596
C -0.013 -0.352 4.101
O -0.149 -0.776 5.227
O 0.899 -0.801 3.354
H -1.390 0.805 4.349
O -1.429 1.310 -4.779
C -2.443 1.877 -4.166
O -3.179 1.260 -3.360
O -2.592 3.083 -4.322
H -1.058 2.055 -5.256
O 2.753 3.309 1.199
C 2.487 3.522 -0.051
O 1.549 2.924 -0.641
O 3.327 4.239 -0.595
H 3.655 3.635 1.157
```

The calculation puts the total energy at -4684.50856 Eh. The HOMO energy comes out at -10.412 eV. As for the total charge: +4. For the frontier orbital gap, the calculation gives 2.36 eV.

These are the Mulliken partial charges, in e, on atoms 1 to 8: -1.14 -0.51 -0.65 1.35 -0.53 -0.95 -0.83 -0.78


[2]
Formula: C70H52Cl4O44
Source: the OMol25 dataset
Level of theory: ωB97M-V/def2-TZVPD

Geometry as XYZ:
```
170
Properties=species:S:1:pos:R:3
C 21.525 17.445 12.660
C 22.025 16.419 13.293
C 23.440 15.986 13.129
O 23.833 15.098 13.868
C 24.347 16.630 12.208
C 23.899 17.698 11.555
C 22.427 18.150 11.751
O 22.147 19.201 11.161
O 24.551 18.430 10.651
O 21.289 15.691 14.101
H 20.530 17.839 12.818
H 25.374 16.286 12.216
H 23.859 19.027 10.319
H 21.952 15.143 14.561
C 13.883 10.740 18.409
C 14.631 10.419 19.468
C 15.710 11.291 19.991
O 16.378 10.856 20.913
C 15.865 12.635 19.536
C 15.106 13.044 18.529
C 14.084 12.114 17.891
O 13.469 12.613 16.956
O 15.119 14.241 17.982
O 14.479 9.261 20.093
H 13.055 10.161 18.008
H 16.557 13.263 20.074
H 14.410 14.200 17.311
H 15.100 9.265 20.870
C 14.489 13.640 8.886
C 14.081 14.923 8.807
C 12.668 15.298 8.332
O 12.488 16.498 8.273
C 11.718 14.262 7.864
C 12.141 13.024 7.960
C 13.554 12.640 8.444
O 13.742 11.390 8.386
O 11.371 12.047 7.560
O 14.912 15.973 9.127
H 15.469 13.361 9.262
H 10.745 14.621 7.614
H 11.848 11.178 7.525
H 14.257 16.713 9.041
C 20.784 10.542 15.362
C 19.488 10.992 15.350
C 18.583 10.770 14.129
O 17.410 11.082 14.321
C 19.082 10.105 12.904
C 20.342 9.742 12.913
C 21.322 9.952 14.088
O 22.420 9.462 13.914
O 20.774 9.026 11.842
O 18.985 11.513 16.457
H 21.487 10.505 16.186
H 18.329 9.870 12.183
H 21.674 8.730 12.062
H 18.021 11.776 16.328
C 15.881 8.756 9.549
C 15.079 9.264 10.518
C 15.374 10.590 11.237
O 14.534 10.850 12.094
C 16.498 11.458 10.889
C 17.265 10.994 9.953
C 17.041 9.623 9.251
O 17.949 9.383 8.410
O 18.419 11.638 9.535
O 14.023 8.545 10.830
H 15.581 7.941 8.873
H 16.694 12.429 11.341
H 18.657 11.142 8.717
H 13.392 8.889 11.495
C 21.628 14.345 10.081
C 20.670 13.607 10.654
C 19.267 14.278 10.862
O 18.556 13.687 11.712
C 18.844 15.526 10.311
C 19.847 16.201 9.823
C 21.229 15.655 9.676
O 22.018 16.408 9.088
O 19.652 17.473 9.481
O 20.897 12.375 11.041
H 22.631 13.990 9.974
H 17.863 15.905 10.441
H 20.530 17.682 9.083
H 20.076 11.956 11.429
C 12.046 14.477 11.463
C 12.042 15.772 11.764
C 10.713 16.315 12.372
O 10.774 17.480 12.677
C 9.511 15.476 12.614
C 9.585 14.238 12.183
C 10.825 13.701 11.511
O 10.719 12.606 10.985
O 8.512 13.478 12.237
O 13.030 16.679 11.547
H 12.907 13.927 11.138
H 8.633 15.969 12.955
H 8.729 12.626 11.832
H 12.601 17.492 11.920
C 13.628 17.491 15.179
C 14.409 18.436 14.653
C 15.548 19.129 15.388
O 16.147 20.012 14.789
C 15.859 18.723 16.772
C 15.124 17.748 17.330
C 14.018 17.080 16.537
O 13.477 16.138 17.088
O 15.407 17.348 18.571
O 14.359 18.816 13.366
H 12.820 17.048 14.611
H 16.633 19.180 17.373
H 14.845 16.541 18.694
H 15.087 19.479 13.336
C 20.173 20.607 14.700
C 20.356 19.371 15.116
C 21.518 18.952 15.990
O 21.542 17.772 16.318
C 22.530 19.943 16.502
C 22.382 21.186 16.024
C 21.163 21.571 15.113
O 21.097 22.757 14.836
O 23.209 22.108 16.429
O 19.530 18.367 14.837
H 19.329 20.878 14.086
H 23.380 19.644 17.104
H 22.800 23.008 16.366
H 19.886 17.585 15.319
C 17.296 16.522 13.830
C 16.439 16.043 12.938
C 15.744 14.666 13.111
O 15.017 14.387 12.165
C 16.076 13.803 14.250
C 16.874 14.331 15.170
C 17.575 15.721 14.976
O 18.419 15.954 15.858
O 17.221 13.596 16.211
O 16.129 16.746 11.854
H 17.667 17.512 13.687
H 15.515 12.874 14.343
H 17.986 13.972 16.761
H 15.478 16.207 11.335
C 22.046 13.277 19.929
C 20.694 13.165 19.801
C 19.985 13.803 18.609
O 18.762 13.827 18.673
C 20.715 14.489 17.577
C 22.047 14.499 17.639
C 22.796 13.995 18.882
O 23.980 14.180 18.866
O 22.801 15.103 16.699
O 19.924 12.544 20.685
H 22.543 12.801 20.777
H 20.165 14.843 16.710
H 23.709 15.080 17.028
H 18.977 12.500 20.376
Cl 10.429 11.575 14.494
C 12.086 11.488 13.928
C 12.949 10.469 14.662
Cl 12.742 8.803 14.009
H 12.550 12.436 14.110
H 12.147 11.362 12.853
H 12.685 10.395 15.706
H 14.011 10.725 14.604
Cl 17.109 21.694 8.333
C 18.097 20.899 9.635
C 17.209 20.477 10.776
Cl 18.258 19.733 11.964
H 18.891 21.560 9.921
H 18.514 20.075 9.115
H 16.422 19.778 10.462
H 16.679 21.334 11.211
```

The calculation puts the total energy at -7849.91280 Eh. The HOMO energy comes out at -9.722 eV. For the frontier orbital gap, the calculation gives 8.00 eV.

These are the Mulliken partial charges, in e, on atoms 1 to 8: 0.27 -0.29 1.17 -0.63 -1.17 0.22 0.27 -0.79


total energy of number 1 (C70H161N9O19)?
-4684.50856 Eh


The highest HOMO belongs to which entry?
C70H52Cl4O44